Record 1
{"formula": "C11H30AsFO6P3", "method": "wB97M-V/def2-TZVPD", "e_homo_ev": -3.7, "total_charge": -1, "orbital_gap_ev": 6.58, "symbols": ["C", "C", "C", "F", "As", "C", "C", "C", "O", "C", "O", "O", "P", "P", "O", "O", "O", "P", "C", "C", "C", "C", "H", "H", "H", "H", "H", "H", "H", "H", "H", "H", "H", "H", "H", "H", "H", "H", "H", "H", "H", "H", "H", "H", "H", "H", "H", "H", "H", "H", "H", "H"], "positions_angstrom": [[2.038, 1.003, 2.510], [2.025, 0.586, 1.039], [0.793, 0.968, 0.215], [0.340, 2.224, 0.680], [-0.728, -0.418, -0.084], [0.592, -1.913, -0.523], [0.673, -3.111, 0.418], [1.794, -3.106, 1.439], [3.051, -2.991, 0.747], [-2.282, 0.895, 0.094], [-3.256, 0.351, 0.974], [-4.386, -0.110, 0.212], [-0.799, -0.991, 2.326], [-1.591, 0.511, 3.626], [-2.826, 0.116, 4.316], [-1.737, 1.959, 2.926], [-0.400, 0.821, 4.693], [-0.854, 0.126, -2.466], [0.559, -0.461, -3.500], [1.981, 0.047, -3.209], [-0.803, 1.968, -2.701], [-2.069, 2.498, -3.385], [1.620, 0.229, 3.143], [1.547, 1.953, 2.686], [3.077, 1.119, 2.827], [2.878, 1.080, 0.565], [2.234, -0.477, 0.974], [1.153, 1.165, -0.794], [-1.875, -1.524, -0.291], [1.586, -1.549, -0.764], [0.152, -2.293, -1.444], [0.890, -3.989, -0.202], [-0.293, -3.328, 0.877], [1.684, -2.306, 2.165], [1.801, -4.076, 1.938], [3.600, -2.365, 1.213], [-2.040, 1.915, 0.384], [-2.740, 0.926, -0.894], [-4.036, -0.930, -0.164], [-1.886, -1.867, 2.428], [-0.930, 2.471, 3.029], [-0.758, 1.492, 5.282], [0.318, -0.162, -4.524], [0.581, -1.548, -3.541], [2.512, -0.592, -2.507], [1.988, 1.072, -2.842], [2.571, 0.046, -4.129], [0.054, 2.195, -3.339], [-0.655, 2.496, -1.760], [-1.893, 3.491, -3.802], [-2.367, 1.828, -4.187], [-2.889, 2.558, -2.674]], "lowdin_charge": [-0.122, -0.246, -0.440, -0.110, 0.706, -0.381, -0.293, -0.292, -0.089, -0.416, -0.291, -0.052, 0.681, 0.180, -0.355, -0.186, -0.229, 0.811, -0.504, -0.176, -0.488, -0.196, 0.019, 0.056, 0.066, 0.102, 0.062, 0.052, -0.012, 0.044, 0.036, 0.104, 0.076, 0.056, 0.106, 0.065, 0.063, 0.029, 0.066, -0.122, 0.055, 0.060, 0.048, 0.046, 0.050, 0.044, 0.056, 0.056, 0.051, 0.055, 0.045, 0.053]}



Record 2
{"formula": "C14H27F7N3O7P2S", "method": "wB97M-V/def2-TZVPD", "e_homo_ev": -5.9, "total_charge": -1, "orbital_gap_ev": 8.32, "symbols": ["C", "C", "C", "O", "C", "C", "F", "F", "F", "O", "P", "F", "C", "C", "C", "F", "C", "F", "F", "O", "C", "C", "C", "C", "S", "O", "O", "O", "P", "N", "H", "H", "H", "H", "H", "H", "H", "H", "H", "H", "H", "H", "H", "H", "H", "H", "H", "H", "H", "H", "H", "H", "H", "C", "O", "N", "N", "H", "H", "H", "H"], "positions_angstrom": [[0.584, -2.336, -3.839], [2.058, -2.403, -3.371], [2.281, -1.366, -2.244], [1.880, -2.001, -1.037], [1.844, -1.153, 0.111], [3.328, -1.133, 0.615], [3.453, -0.944, 1.933], [3.941, -2.278, 0.330], [4.031, -0.183, 0.036], [1.490, 0.138, -0.081], [-0.247, 0.202, -0.366], [0.061, 1.454, -1.482], [-0.530, 1.532, 0.949], [-1.675, 2.451, 0.521], [-1.343, 3.914, 0.640], [-0.131, 4.338, 0.993], [-2.264, 4.821, 0.444], [-3.066, 4.794, -0.573], [-2.505, 5.812, 1.242], [-0.455, -1.172, 0.671], [0.779, -1.847, 1.025], [0.857, -1.633, 2.534], [-0.290, -2.259, 3.329], [-0.247, -1.700, 4.776], [-1.641, -0.623, 5.126], [-2.797, -1.011, 4.421], [-1.834, -0.553, 6.523], [-1.182, 0.803, 4.549], [0.315, -3.577, 0.530], [1.423, -4.685, 0.753], [0.194, -1.322, -3.822], [0.001, -2.919, -3.134], [0.487, -2.732, -4.847], [2.189, -3.381, -2.917], [2.753, -2.233, -4.187], [1.684, -0.499, -2.498], [3.345, -1.133, -2.260], [-1.693, 0.173, -0.536], [-0.201, -0.697, -1.467], [0.376, 2.134, 0.985], [-0.742, 1.062, 1.902], [-2.004, 2.252, -0.500], [-2.515, 2.271, 1.185], [1.760, -2.146, 2.886], [1.015, -0.586, 2.787], [-1.250, -2.089, 2.852], [-0.152, -3.329, 3.436], [-0.181, -2.491, 5.508], [0.643, -1.082, 4.877], [-0.401, 0.684, 3.983], [-0.174, -3.512, -0.791], [-0.820, -3.887, 1.314], [2.259, -4.230, 1.109], [-2.326, 4.187, -4.473], [-3.464, 4.534, -4.740], [-1.826, 4.198, -3.207], [-1.450, 3.755, -5.435], [-0.892, 3.914, -2.976], [-2.437, 4.505, -2.472], [-1.783, 3.732, -6.380], [-0.512, 3.463, -5.240]], "lowdin_charge": [-0.104, -0.195, -0.199, -0.134, -0.459, -0.566, 0.143, 0.160, 0.178, -0.128, 0.594, -0.315, -0.222, -0.172, -0.228, 0.085, -0.388, 0.149, 0.166, -0.345, -0.465, -0.166, -0.218, -0.204, 0.563, -0.264, -0.280, -0.149, 0.813, -0.312, 0.063, 0.052, 0.060, 0.106, 0.098, 0.101, 0.120, 0.032, 0.037, 0.077, 0.057, 0.090, 0.118, 0.121, 0.114, 0.099, 0.102, 0.106, 0.099, 0.064, 0.012, 0.012, -0.064, -0.689, 0.012, 0.171, 0.139, 0.095, 0.073, 0.094, 0.089]}



Record 3
{"formula": "C4H12NO3", "method": "wB97M-V/def2-TZVPD", "e_homo_ev": [-9.6, -8.9], "spin_multiplicity": 2, "orbital_gap_ev": [10.17, 5.80], "de_lowest_ev": 1.2808, "symbols": ["C", "O", "C", "C", "C", "O", "N", "H", "H", "H", "H", "H", "H", "H", "H", "H", "H", "H", "H", "O"], "positions_angstrom": [[-1.154, -0.245, -1.787], [-1.645, 1.014, -2.137], [-0.343, -0.089, -0.478], [0.662, -1.206, -0.241], [1.163, -1.095, 1.209], [0.092, -0.870, 2.103], [0.394, 1.149, -0.514], [-0.463, -0.542, -2.523], [-1.907, -0.933, -1.523], [-2.537, 1.010, -2.516], [-1.066, -0.082, 0.342], [1.513, -1.131, -0.938], [0.244, -2.203, -0.452], [1.764, -1.953, 1.511], [1.871, -0.264, 1.213], [0.752, 1.494, 0.505], [-0.052, 1.884, -1.030], [0.062, 0.142, 2.284], [0.206, 2.287, 2.779], [0.444, 1.634, 2.194]], "lowdin_charge": [-0.207, -0.057, -0.361, -0.138, -0.282, -0.113, 0.204, 0.110, 0.118, 0.108, 0.154, 0.123, 0.123, 0.113, 0.102, 0.117, 0.091, 0.027, -0.053, -0.179]}



Record 4
{"formula": "C30H72BO11P", "method": "wB97M-V/def2-TZVPD", "smiles": "CCOP(=O)(CCBCCc1ccccc1)OCC.CCO.CCO.CCO.CCO.CCO.CCO.CCO.CCO", "e_homo_ev": -9.0, "orbital_gap_ev": 9.46, "symbols": ["C", "C", "O", "P", "O", "C", "C", "B", "C", "C", "C", "C", "C", "C", "C", "C", "O", "C", "C", "H", "H", "H", "H", "H", "H", "H", "H", "H", "H", "H", "H", "H", "H", "H", "H", "H", "H", "H", "H", "H", "H", "H", "H", "C", "C", "O", "H", "H", "H", "H", "H", "H", "C", "C", "O", "H", "H", "H", "H", "H", "H", "C", "C", "O", "H", "H", "H", "H", "H", "H", "C", "C", "O", "H", "H", "H", "H", "H", "H", "C", "C", "O", "H", "H", "H", "H", "H", "H", "C", "C", "O", "H", "H", "H", "H", "H", "H", "C", "C", "O", "H", "H", "H", "H", "H", "H", "C", "C", "O", "H", "H", "H", "H", "H", "H"], "positions_angstrom": [[4.604, -2.981, 2.720], [3.072, -2.638, 2.420], [2.918, -2.720, 0.985], [1.485, -2.057, 0.438], [1.819, -1.359, -0.852], [0.375, -3.495, -0.021], [-1.148, -3.212, 0.342], [-1.896, -4.519, 0.904], [-3.458, -4.754, 0.586], [-4.297, -4.245, 1.834], [-4.914, -2.830, 1.678], [-4.379, -1.748, 0.878], [-4.999, -0.414, 0.812], [-6.206, -0.152, 1.579], [-6.763, -1.241, 2.360], [-6.154, -2.550, 2.422], [0.804, -1.068, 1.568], [0.254, 0.139, 0.981], [1.346, 1.234, 0.677], [5.065, -2.083, 3.222], [5.138, -3.125, 1.751], [4.723, -3.824, 3.441], [2.428, -3.363, 2.987], [2.906, -1.616, 2.841], [0.674, -4.453, 0.479], [0.441, -3.614, -1.133], [-1.291, -2.364, 1.069], [-1.703, -2.907, -0.594], [-1.265, -5.267, 1.581], [-3.788, -4.349, -0.402], [-3.584, -5.877, 0.530], [-5.106, -4.987, 2.062], [-3.607, -4.265, 2.726], [-3.461, -1.891, 0.272], [-4.504, 0.369, 0.189], [-6.631, 0.873, 1.523], [-7.686, -1.034, 2.957], [-6.630, -3.348, 3.038], [-0.410, -0.072, 0.107], [-0.420, 0.583, 1.770], [2.363, 0.855, 0.969], [1.127, 2.229, 1.128], [1.378, 1.312, -0.440], [4.537, 0.061, -3.317], [4.784, 0.931, -2.099], [3.550, 1.427, -1.595], [4.026, 0.631, -4.096], [5.477, -0.323, -3.721], [3.893, -0.784, -3.062], [5.410, 1.786, -2.360], [5.286, 0.364, -1.309], [3.003, 0.662, -1.357], [4.548, 5.146, -3.481], [5.964, 5.187, -2.943], [6.667, 6.295, -3.498], [4.554, 5.066, -4.570], [3.997, 4.297, -3.068], [4.013, 6.067, -3.232], [6.502, 4.276, -3.212], [5.966, 5.279, -1.852], [6.191, 7.095, -3.249], [-0.233, 4.148, -3.105], [0.514, 2.865, -2.794], [-0.257, 2.038, -1.924], [-0.453, 4.695, -2.185], [0.353, 4.791, -3.765], [-1.191, 3.932, -3.586], [1.459, 3.083, -2.295], [0.728, 2.307, -3.711], [-1.087, 1.838, -2.371], [10.118, 3.359, -1.805], [10.621, 3.957, -3.105], [9.561, 4.059, -4.047], [9.691, 2.369, -1.981], [10.925, 3.269, -1.076], [9.324, 3.978, -1.377], [11.397, 3.325, -3.540], [11.042, 4.955, -2.938], [8.881, 4.627, -3.660], [14.297, 3.441, -1.893], [13.949, 2.612, -0.672], [13.266, 1.423, -1.054], [13.393, 3.704, -2.446], [14.815, 4.359, -1.608], [14.936, 2.875, -2.576], [13.295, 3.172, -0.003], [14.853, 2.336, -0.118], [13.851, 0.925, -1.637], [-4.083, -6.189, 6.814], [-3.581, -5.599, 5.510], [-4.640, -5.510, 4.562], [-4.504, -7.182, 6.646], [-3.275, -6.267, 7.544], [-4.879, -5.571, 7.236], [-2.801, -6.230, 5.081], [-3.166, -4.598, 5.671], [-5.323, -4.944, 4.941], [-11.601, -0.609, 2.018], [-11.429, -2.091, 1.748], [-10.176, -2.341, 1.118], [-11.544, -0.044, 1.090], [-12.562, -0.408, 2.494], [-10.802, -0.240, 2.668], [-12.215, -2.451, 1.082], [-11.475, -2.665, 2.680], [-9.484, -2.029, 1.714], [-13.277, 2.610, -1.555], [-12.519, 1.337, -1.230], [-13.282, 0.511, -0.355], [-13.505, 3.163, -0.641], [-12.696, 3.252, -2.220], [-14.232, 2.379, -2.035], [-11.577, 1.570, -0.731], [-12.297, 0.773, -2.141], [-14.110, 0.299, -0.803]], "lowdin_charge": [-0.071, -0.282, -0.228, 0.629, -0.293, -0.204, -0.210, -0.113, -0.161, -0.167, -0.177, -0.027, -0.068, -0.089, -0.104, -0.035, -0.254, -0.261, -0.073, 0.073, 0.079, 0.069, 0.119, 0.107, 0.082, 0.103, 0.099, 0.102, 0.074, 0.102, 0.101, 0.111, 0.105, 0.079, 0.097, 0.096, 0.093, 0.104, 0.111, 0.123, 0.087, 0.085, 0.034, -0.086, -0.310, -0.112, 0.073, 0.072, 0.069, 0.098, 0.110, 0.036, -0.085, -0.325, -0.089, 0.081, 0.064, 0.074, 0.102, 0.112, 0.081, -0.091, -0.313, -0.098, 0.076, 0.071, 0.071, 0.099, 0.113, 0.085, -0.081, -0.329, -0.084, 0.081, 0.058, 0.071, 0.102, 0.110, 0.059, -0.084, -0.325, -0.089, 0.050, 0.077, 0.076, 0.106, 0.107, 0.081, -0.093, -0.319, -0.104, 0.077, 0.074, 0.073, 0.114, 0.111, 0.083, -0.093, -0.315, -0.087, 0.045, 0.078, 0.070, 0.111, 0.106, 0.049, -0.095, -0.319, -0.100, 0.077, 0.074, 0.072, 0.109, 0.111, 0.086]}